Record 1
Below is a cluster of 2 separate species, C4H7N2 in total in a non-equilibrium geometry, with properties calculated with ωB97M-V/def2-TZVPD.

CARTESIAN COORDINATES (ANGSTROEM)
C 2.6122 1.2702 -0.1626
C -1.2899 0.8793 0.6058
C -0.8756 0.3011 -0.5628
C -0.4306 -1.0644 -0.6610
N 1.6186 0.7774 0.1297
N -0.5168 -1.7939 0.4200
H 3.5656 1.6947 -0.4153
H -1.5242 1.9158 0.5480
H -1.4055 0.4862 1.5467
H -0.7070 0.9127 -1.4692
H -0.0709 -1.3728 -1.6170
H -0.2939 -2.7417 0.3976
H -0.6821 -1.2645 1.2401

The relative energy (zero: lowest compared OMol25 entry of this formula, charge and spin) is 68.90 kcal per mole. The net charge is +1. As for the gap between HOMO and LUMO: 9.1 eV.

natural (NBO) atomic charge list, values in e, 5 entries: 0.164, -0.162, -0.310, 0.293, -0.419

***

Record 2
Below is the ion C4H7N2 with charge +1 in a non-equilibrium geometry, with properties calculated with ωB97M-V/def2-TZVPD.

CARTESIAN COORDINATES (ANGSTROEM)
C 1.9036 1.5886 -0.3256
C -0.2852 1.0852 0.7238
C -0.2328 -1.3383 -0.4779
C -1.6708 -1.3490 0.0347
N 0.8083 1.4547 0.2434
N -0.6084 -0.6715 0.7493
H 2.7014 1.3668 0.4234
H 2.0990 2.0264 -1.3282
H -0.7704 1.6285 1.4733
H 0.5869 -2.0415 -0.1520
H -0.0108 -0.8412 -1.4162
H -2.4385 -0.7470 -0.4630
H -2.0823 -2.1616 0.5150

The SMILES is C=NC=[N+]1CC1. The relative energy (zero: lowest compared OMol25 entry of this formula, charge and spin) is 135.13 kcal per mole. The net charge is +1. As for the gap between HOMO and LUMO: 9.0 eV.

natural (NBO) atomic charge list, values in e, 5 entries: 0.071, 0.354, -0.298, -0.228, -0.289

***

Record 3
Below is a structure of composition C4H7N2 in a non-equilibrium geometry, with properties calculated with ωB97M-V/def2-TZVPD.

CARTESIAN COORDINATES (ANGSTROEM)
C -2.7378 -0.1793 0.0741
C -1.5775 0.0430 -0.0768
C 0.8158 -1.0462 0.1283
C 0.7696 0.9959 0.1127
N 1.7548 -0.0224 -0.1244
N -0.2371 0.0241 -0.4861
H -3.7946 -0.1480 0.2748
H 0.9303 -2.0533 -0.2999
H 0.5268 -1.0451 1.1466
H 0.4265 1.3422 1.1594
H 0.7935 1.9617 -0.6214
H 2.6655 0.0084 0.2695
H -0.3358 0.1190 -1.5570

The relative energy (zero: lowest compared OMol25 entry of this formula, charge and spin) is 129.23 kcal per mole. The net charge is +1. As for the gap between HOMO and LUMO: 11.1 eV.

natural (NBO) atomic charge list, values in e, 5 entries: -0.072, 0.039, 0.045, -0.034, -0.632

***

Record 4
Below is the ion C4H7N2 with charge +1 in a non-equilibrium geometry, with properties calculated with ωB97M-V/def2-TZVPD.

CARTESIAN COORDINATES (ANGSTROEM)
C 0.1061 -1.7398 1.8385
C 1.0085 -2.2511 2.5540
C -0.6122 -0.7204 1.4282
C -0.2938 0.1907 0.2025
N -1.3240 0.5327 -0.6217
N 0.9463 -0.6196 -0.6270
H -1.5760 -0.3903 1.9535
H 0.4157 1.0279 0.4903
H -1.2439 1.2119 -1.3576
H -2.1898 -0.0442 -0.6328
H 1.0554 0.0180 -1.4497
H 0.6231 -1.4483 -1.0286
H 1.8240 -0.6730 -0.1700

Its expectation value of S² is 2.017. The relative energy (zero: lowest compared OMol25 entry of this formula, charge and spin) is 74.08 kcal per mole. As for the spin multiplicity: 3. The net charge is +1. As for the gap between HOMO and LUMO (spin up / spin down): 9.0 / 6.9 eV.

natural (NBO) atomic charge list, values in e, 5 entries: -0.076, 0.165, -0.350, 0.164, -0.815